Entry from the OMol25 dataset: a 10-piece molecular cluster, C30H60F4O18 overall in a non-equilibrium geometry (ωB97M-V/def2-TZVPD).

Orbital gap, eV: 10.43
Net charge: 0
LUMO level, eV: 0.194
SMILES: O=C1OC[C@@H](F)O1.O=C1OC[C@@H](F)O1.O=C1OC[C@@H](F)O1.O=C1OC[C@@H](F)O1.CC(C)O.CC(C)O.CC(C)O.CC(C)O.CC(C)O.CC(C)O

CARTESIAN COORDINATES (ANGSTROEM)
O: 2.005 1.068 4.584
C: 0.907 0.617 4.526
O: -0.044 1.065 3.671
C: -1.276 0.381 3.904
C: -0.829 -0.756 4.886
F: -0.908 -1.955 4.257
O: 0.559 -0.482 5.192
H: -1.868 1.136 4.283
H: -1.595 -0.031 2.944
H: -1.563 -0.868 5.721
O: -6.193 3.339 2.087
C: -5.257 3.406 1.387
O: -5.351 3.693 0.057
C: -4.037 3.685 -0.475
C: -3.139 3.320 0.707
F: -2.288 4.330 1.171
O: -4.013 3.073 1.770
H: -3.886 2.978 -1.264
H: -3.653 4.651 -0.771
H: -2.476 2.454 0.559
O: -5.309 -5.445 3.535
C: -4.670 -4.735 2.837
O: -3.743 -3.868 3.232
C: -3.069 -3.326 2.152
C: -3.518 -4.168 1.002
F: -2.508 -5.118 0.631
O: -4.674 -4.850 1.471
H: -3.492 -2.301 2.033
H: -1.932 -3.376 2.370
H: -3.734 -3.578 0.129
O: 3.874 4.326 3.279
C: 2.877 4.320 2.644
O: 1.836 5.104 2.869
C: 0.681 4.610 2.299
C: 1.242 3.623 1.282
F: 1.262 4.260 0.005
O: 2.599 3.416 1.702
H: 0.102 4.047 3.013
H: 0.043 5.397 1.943
H: 0.711 2.704 1.121
C: 6.212 -3.716 -2.746
C: 4.829 -4.074 -3.288
C: 4.492 -5.538 -3.074
O: 3.869 -3.307 -2.487
H: 6.303 -2.652 -2.476
H: 6.921 -4.082 -3.429
H: 6.275 -4.368 -1.880
H: 4.737 -3.766 -4.323
H: 3.572 -5.874 -3.531
H: 4.424 -5.862 -2.025
H: 5.265 -6.117 -3.606
H: 3.905 -2.348 -2.743
C: 2.270 -3.245 1.249
C: 2.823 -1.953 0.746
C: 2.891 -0.836 1.767
O: 4.109 -2.091 0.111
H: 2.158 -4.050 0.487
H: 1.300 -3.025 1.700
H: 2.915 -3.639 2.015
H: 2.007 -1.620 -0.003
H: 3.316 0.088 1.358
H: 3.470 -1.033 2.659
H: 1.846 -0.580 2.094
H: 4.070 -2.868 -0.517
C: 0.392 3.585 -3.388
C: -1.126 3.498 -2.894
C: -2.072 3.641 -4.050
O: -1.266 2.199 -2.242
H: 1.099 3.769 -2.557
H: 0.463 4.408 -4.089
H: 0.707 2.631 -3.843
H: -1.304 4.258 -2.123
H: -3.116 3.395 -3.787
H: -1.835 2.871 -4.812
H: -1.925 4.656 -4.468
H: -0.330 1.948 -2.004
C: -5.577 -0.721 -0.257
C: -5.176 0.270 0.782
C: -6.108 0.375 2.041
O: -3.826 -0.004 1.282
H: -6.404 -0.258 -0.858
H: -5.948 -1.603 0.184
H: -4.678 -0.935 -0.939
H: -5.089 1.261 0.246
H: -6.126 -0.674 2.465
H: -7.077 0.637 1.702
H: -5.693 1.057 2.750
H: -3.290 -0.155 0.463
C: 6.096 1.120 -2.680
C: 4.767 0.899 -2.024
C: 3.707 1.966 -2.172
O: 4.275 -0.411 -2.291
H: 6.076 1.258 -3.734
H: 6.763 0.273 -2.398
H: 6.488 2.017 -2.170
H: 5.069 0.980 -1.010
H: 4.204 2.879 -1.692
H: 2.841 1.635 -1.632
H: 3.357 2.197 -3.191
H: 3.963 -0.804 -1.447
C: -0.384 -1.739 -1.881
C: -1.360 -1.320 -0.826
C: -0.572 -0.825 0.384
O: -2.382 -0.361 -1.230
H: 0.406 -2.322 -1.384
H: 0.074 -0.852 -2.344
H: -0.767 -2.311 -2.689
H: -1.874 -2.217 -0.516
H: -1.170 -0.384 1.205
H: 0.226 -0.095 0.104
H: -0.117 -1.683 0.920
H: -2.032 0.404 -1.713

Mulliken atomic charge list, values in e, 6 entries: -0.51, 0.48, -0.17, 0.71, 0.44, -0.25

=====

Entry from the OMol25 dataset: C30H60O30 as an isolated structure in a non-equilibrium geometry (ωB97M-V/def2-TZVPD).

Orbital gap, eV: 7.18
Net charge: 0
LUMO level, eV: 0.295
ΔE to the lowest compared entry with this formula, charge and spin, kJ/mol: 6327.1

CARTESIAN COORDINATES (ANGSTROEM)
C: 3.767 -9.512 2.009
O: 3.760 -10.929 1.884
C: 3.266 -11.437 0.804
O: 2.746 -10.856 -0.165
O: 3.478 -12.719 0.826
C: 3.185 -13.527 -0.307
H: 2.758 -9.102 2.049
H: 4.283 -9.072 1.156
H: 4.366 -9.303 2.895
H: 3.743 -14.463 -0.316
H: 3.725 -12.995 -1.090
H: 2.129 -13.639 -0.555
C: 5.249 -8.526 2.956
O: 6.665 -8.524 2.855
C: 7.401 -7.469 2.259
O: 8.683 -7.339 2.234
O: 6.565 -6.542 1.734
C: 6.937 -5.321 1.165
H: 4.699 -8.711 2.033
H: 4.972 -7.541 3.332
H: 5.163 -9.274 3.743
H: 7.315 -5.437 0.149
H: 7.645 -4.879 1.866
H: 6.157 -4.566 1.063
C: 5.784 -12.764 0.828
O: 5.992 -14.018 1.384
C: 6.950 -14.816 0.918
O: 7.656 -14.631 -0.099
O: 7.065 -15.936 1.705
C: 7.919 -17.010 1.328
H: 4.769 -12.640 0.451
H: 6.405 -12.507 -0.030
H: 6.055 -11.995 1.552
H: 8.939 -16.654 1.185
H: 7.690 -17.392 0.333
H: 8.076 -17.707 2.151
C: 2.855 -9.277 -0.212
O: 1.991 -8.896 -1.230
C: 2.459 -8.031 -2.142
O: 3.473 -7.319 -2.084
O: 1.612 -8.116 -3.233
C: 1.549 -7.232 -4.284
H: 3.265 -8.363 0.218
H: 3.601 -9.878 -0.732
H: 2.246 -9.615 0.626
H: 0.920 -6.363 -4.091
H: 1.231 -7.592 -5.263
H: 2.614 -7.002 -4.310
C: 3.139 -16.410 0.829
O: 3.750 -15.484 1.726
C: 3.103 -14.533 2.464
O: 1.951 -14.202 2.358
O: 4.045 -13.812 2.969
C: 3.632 -12.633 3.696
H: 3.496 -17.433 0.947
H: 3.318 -16.045 -0.183
H: 2.068 -16.390 1.033
H: 2.980 -12.934 4.516
H: 3.184 -11.883 3.043
H: 4.553 -12.166 4.044
C: 1.096 -14.192 -3.665
O: 0.436 -12.935 -3.365
C: 0.621 -12.332 -2.048
O: 1.298 -12.847 -1.103
O: 0.056 -11.081 -1.991
C: 0.277 -10.194 -0.907
H: 2.180 -14.089 -3.620
H: 0.925 -14.441 -4.712
H: 0.760 -14.920 -2.927
H: 0.481 -9.226 -1.363
H: 1.155 -10.513 -0.346
H: -0.465 -10.185 -0.109
C: 0.726 -14.829 -1.152
O: 0.429 -15.920 -0.222
C: 0.014 -15.743 1.000
O: -0.348 -14.660 1.479
O: -0.093 -16.977 1.568
C: -0.744 -17.175 2.833
H: 0.800 -15.212 -2.170
H: 1.580 -14.249 -0.804
H: -0.141 -14.169 -1.114
H: -0.572 -16.349 3.524
H: -0.288 -18.063 3.272
H: -1.825 -17.311 2.789
C: 3.528 -5.653 0.261
O: 4.733 -5.964 -0.407
C: 5.143 -7.208 -0.140
O: 4.624 -8.111 0.534
O: 6.245 -7.242 -0.973
C: 6.990 -8.451 -0.982
H: 2.715 -6.136 -0.280
H: 3.133 -4.641 0.172
H: 3.418 -6.143 1.228
H: 8.030 -8.163 -1.135
H: 6.686 -8.936 -1.910
H: 6.909 -9.238 -0.233
C: 6.986 -16.126 -1.535
O: 5.731 -15.882 -0.927
C: 4.666 -15.637 -1.800
O: 4.708 -15.619 -3.019
O: 3.644 -15.274 -1.023
C: 2.376 -15.027 -1.677
H: 6.731 -16.929 -2.228
H: 7.714 -16.405 -0.773
H: 7.455 -15.346 -2.134
H: 2.279 -15.395 -2.698
H: 2.231 -13.947 -1.640
H: 1.656 -15.552 -1.050
C: 3.931 -13.148 -2.879
O: 4.987 -12.962 -3.799
C: 6.291 -12.886 -3.551
O: 7.215 -12.595 -4.301
O: 6.503 -13.335 -2.305
C: 7.848 -13.539 -1.990
H: 3.247 -13.900 -3.271
H: 3.359 -12.220 -2.906
H: 4.171 -13.366 -1.839
H: 7.968 -13.642 -0.912
H: 8.399 -12.621 -2.198
H: 8.269 -14.437 -2.442

Mulliken atomic charge list, values in e, 6 entries: -0.12, -0.50, 0.95, -1.37, 0.58, 0.74

=====

Entry from the OMol25 dataset: a 10-piece molecular cluster, C30H60O30 overall in a non-equilibrium geometry (ωB97M-V/def2-TZVPD).

Orbital gap, eV: 11.09
Net charge: 0
LUMO level, eV: 0.514
ΔE to the lowest compared entry with this formula, charge and spin, kJ/mol: 42.1
SMILES: COC(=O)OC.COC(=O)OC.COC(=O)OC.COC(=O)OC.COC(=O)OC.COC(=O)OC.COC(=O)OC.COC(=O)OC.COC(=O)OC.COC(=O)OC

CARTESIAN COORDINATES (ANGSTROEM)
C: -3.071 2.894 3.377
O: -3.614 2.120 2.309
C: -4.936 1.914 2.329
O: -5.714 2.472 3.044
O: -5.177 1.041 1.358
C: -6.487 0.498 1.220
H: -3.284 2.404 4.329
H: -3.609 3.847 3.436
H: -2.022 3.093 3.221
H: -7.245 1.268 1.114
H: -6.716 -0.106 2.103
H: -6.460 -0.183 0.376
C: -1.764 0.564 -6.178
O: -1.176 1.454 -7.114
C: -0.088 2.086 -6.714
O: 0.431 1.986 -5.629
O: 0.321 2.868 -7.708
C: 1.252 3.893 -7.399
H: -2.069 1.003 -5.234
H: -1.108 -0.291 -5.982
H: -2.585 0.077 -6.704
H: 1.641 4.237 -8.352
H: 2.088 3.544 -6.799
H: 0.740 4.704 -6.883
C: -2.644 -5.481 4.256
O: -2.362 -4.180 3.751
C: -3.320 -3.266 3.849
O: -4.460 -3.440 4.163
O: -2.771 -2.103 3.482
C: -3.620 -1.034 3.124
H: -1.774 -6.089 4.018
H: -3.500 -5.941 3.767
H: -2.754 -5.449 5.338
H: -3.593 -0.232 3.870
H: -4.622 -1.359 2.872
H: -3.156 -0.504 2.287
C: 5.809 -1.026 -8.531
O: 5.113 -1.002 -7.303
C: 4.698 0.196 -6.890
O: 4.882 1.235 -7.458
O: 4.060 0.047 -5.734
C: 3.479 1.242 -5.183
H: 6.686 -0.385 -8.604
H: 5.146 -0.748 -9.356
H: 6.099 -2.061 -8.690
H: 3.132 1.969 -5.896
H: 4.243 1.632 -4.501
H: 2.695 0.911 -4.509
C: -0.323 -1.463 -8.808
O: -0.002 -2.775 -8.353
C: 0.214 -2.971 -7.059
O: 0.243 -2.119 -6.202
O: 0.305 -4.275 -6.858
C: 0.380 -4.715 -5.515
H: 0.575 -0.851 -8.881
H: -1.088 -0.987 -8.207
H: -0.683 -1.637 -9.820
H: -0.030 -3.987 -4.821
H: 1.406 -4.949 -5.213
H: -0.125 -5.679 -5.464
C: 3.803 0.781 4.394
O: 4.391 0.371 3.176
C: 3.778 0.749 2.052
O: 2.832 1.494 1.983
O: 4.307 0.079 1.049
C: 3.635 0.187 -0.205
H: 2.916 0.182 4.615
H: 3.557 1.841 4.456
H: 4.524 0.587 5.187
H: 2.814 -0.536 -0.229
H: 4.316 -0.037 -1.016
H: 3.190 1.178 -0.291
C: -0.231 1.257 0.938
O: 0.434 1.111 -0.300
C: 0.015 0.227 -1.204
O: -0.728 -0.690 -0.984
O: 0.633 0.477 -2.348
C: 0.764 -0.626 -3.231
H: 0.509 1.333 1.725
H: -0.889 0.415 1.171
H: -0.868 2.140 0.874
H: -0.138 -0.781 -3.824
H: 1.129 -1.531 -2.757
H: 1.459 -0.307 -4.010
C: -2.382 5.232 7.090
O: -1.698 4.174 6.442
C: -0.812 4.537 5.514
O: -0.500 5.659 5.255
O: -0.313 3.434 4.976
C: 0.639 3.489 3.941
H: -1.689 6.020 7.382
H: -2.862 4.831 7.977
H: -3.150 5.655 6.441
H: 1.530 4.029 4.256
H: 0.212 3.949 3.045
H: 0.938 2.504 3.588
C: -0.615 0.028 4.774
O: -1.406 0.652 5.772
C: -1.052 0.460 7.037
O: -0.109 -0.183 7.415
O: -1.927 1.087 7.821
C: -1.754 0.845 9.210
H: -0.868 0.477 3.813
H: -0.845 -1.035 4.721
H: 0.451 0.205 4.917
H: -1.772 -0.225 9.417
H: -2.562 1.343 9.739
H: -0.818 1.245 9.604
C: 3.538 -3.266 1.816
O: 2.135 -3.375 1.557
C: 1.765 -4.256 0.615
O: 2.529 -4.969 0.025
O: 0.461 -4.274 0.383
C: -0.437 -3.299 0.915
H: 3.962 -4.152 2.282
H: 3.636 -2.395 2.458
H: 4.070 -3.058 0.886
H: -0.751 -2.602 0.144
H: -0.059 -2.783 1.791
H: -1.322 -3.794 1.323

Mulliken atomic charge list, values in e, 6 entries: -0.61, -0.11, 0.67, -0.57, -0.24, -0.75